A structure of composition C2H3FI2 in a non-equilibrium geometry, computed with the ωB97M-V functional and the def2-TZVPD basis.

Results
Max |F| ... 4.36 eV/A
Energy relative to the best compared isomer or geometry (same formula, charge and spin) ... 107.9 kcal per mole
Kohn-Sham gap (spin up / spin down) ... 5.941 / 5.942 eV

Geometry (Å):
C  -0.140  -0.030  -0.050
C  2.745  0.098  0.728
F  2.682  0.029  2.064
I  3.612  -1.719  -0.159
I  3.576  1.781  -0.179
H  -0.453  0.816  0.475
H  0.094  -0.249  -1.041
H  -0.726  -0.859  0.504